The following is a quantum chemistry calculation of C35H23Co2NO6P as an isolated structure, from the OMol25 dataset.

**Total charge**: -1
**Orbital gap**: 5.8 eV
**HOMO energy**: -3.7 eV
**Energy above the lowest of the compared OMol25 structures with the same formula, charge and spin**: 21.3 kcal/mol

Last column: Löwdin charge in e.
Geometry (Å):
C (-2.8202, -4.7115, 0.3508)  -0.09
C (-1.9042, -4.7283, 1.4104)  -0.08
C (-1.2241, -3.5681, 1.7835)  -0.06
C (-1.4736, -2.3613, 1.0979)  -0.30
P (-0.4996, -0.8757, 1.4205)  1.00
C (0.9903, -0.9603, 0.4319)  -0.30
C (1.9905, -0.0018, 0.6658)  -0.05
C (3.1411, -0.0068, -0.1230)  -0.05
C (3.2968, -0.9771, -1.1228)  -0.08
C (2.3119, -1.9505, -1.3251)  -0.09
C (1.1597, -1.9541, -0.5410)  -0.07
C (-1.4743, 0.5274, 0.8541)  -0.30
C (-2.4057, 1.0964, 1.7378)  -0.07
C (-3.1932, 2.1709, 1.3176)  -0.07
C (-3.0626, 2.6696, 0.0155)  -0.08
C (-2.1307, 2.1034, -0.8617)  -0.08
C (-1.3324, 1.0352, -0.4455)  -0.08
C (0.0474, -0.4844, 3.0456)  -0.38
C (1.1778, -1.2040, 3.5202)  -0.39
N (2.0269, -1.7886, 4.0885)  0.10
C (-2.4078, -2.3482, 0.0469)  -0.08
C (-3.0647, -3.5169, -0.3314)  -0.09
H (-3.3408, -5.6259, 0.0555)  0.10
H (-1.7111, -5.6616, 1.9426)  0.10
H (-0.4837, -3.5985, 2.5869)  0.11
H (1.8640, 0.7395, 1.4607)  0.12
H (3.9149, 0.7437, 0.0536)  0.10
H (4.1957, -0.9785, -1.7428)  0.10
H (2.4354, -2.7141, -2.0940)  0.10
H (0.3990, -2.7243, -0.6767)  0.10
H (-2.5175, 0.6965, 2.7471)  0.11
H (-3.9100, 2.6152, 2.0126)  0.11
H (-3.6894, 3.5022, -0.3124)  0.10
H (-2.0219, 2.4939, -1.8742)  0.10
H (-0.6021, 0.5959, -1.1269)  0.11
H (-0.8152, -0.4563, 3.7310)  0.07
H (-2.6050, -1.4233, -0.4943)  0.10
H (-3.7656, -3.4939, -1.1653)  0.10
O (5.4357, 5.7166, 5.3144)  0.11
C (4.7831, 4.9507, 4.7444)  -0.16
Co (3.8163, 3.7774, 3.8211)  0.04
C (3.4023, 4.8422, 2.4786)  -0.16
O (3.0696, 5.5243, 1.6103)  0.13
C (4.8022, 2.7935, 2.7492)  -0.17
O (5.4225, 2.1651, 1.9999)  0.08
C (1.8834, 3.7962, 4.4299)  -0.30
C (1.0887, 5.0430, 4.3987)  -0.22
C (1.6569, 6.2696, 4.7809)  -0.05
C (0.9032, 7.4401, 4.7196)  -0.09
C (-0.4251, 7.4016, 4.2901)  -0.12
C (-1.0175, 6.1750, 3.9657)  -0.10
C (-0.2760, 4.9943, 4.0413)  -0.02
C (1.3988, 2.4804, 4.5345)  -0.28
C (0.5465, 1.5368, 4.0818)  -0.09
Co (2.5431, 2.8785, 5.8500)  0.08
C (3.0722, 4.2227, 6.9008)  -0.14
O (3.5162, 4.9555, 7.6765)  0.12
C (4.2581, 2.2829, 5.5014)  -0.21
O (5.2292, 1.6989, 5.7844)  0.08
C (2.0298, 1.7712, 7.1153)  -0.12
O (1.7364, 1.0847, 7.9954)  0.11
H (2.6985, 6.2909, 5.1140)  0.09
H (1.3707, 8.3775, 5.0034)  0.09
H (-1.0020, 8.3253, 4.2190)  0.09
H (-2.0581, 6.1218, 3.6509)  0.09
H (-0.7324, 4.0284, 3.8024)  0.10
H (0.3942, 0.7320, 4.8004)  0.04
H (-0.0470, 1.6953, 3.1728)  0.04